Here is a structure of composition C12H29Cl2N2PTl in a non-equilibrium geometry from the OMol25 dataset. Energies are from ωB97M-V/def2-TZVPD.

```
47
Properties=species:S:1:pos:R:3:forces:R:3:lowdin_charge:R:1
Tl -1.78526 1.75277 0.87803 3.41 1.18 1.52 0.0801
Cl -0.80167 -0.62445 0.95629 -0.59 -0.99 0.49 -0.2889
Cl -0.18468 1.95629 -0.92517 1.38 0.50 -2.31 -0.3540
H -3.60397 2.07999 1.31650 -2.20 -1.98 0.25 -0.1487
H -3.77037 1.30658 1.18422 -1.90 1.25 0.71 -0.0673
P 2.38614 -0.95020 0.02975 -0.82 0.93 -0.78 1.0103
C 2.55455 -2.76603 0.07998 0.73 -0.52 0.56 -0.5773
C 3.66781 -0.43349 -1.20182 0.58 0.38 0.73 -0.5785
C 2.90190 -0.42031 1.72937 0.33 -0.64 -0.37 -0.5507
C 1.36838 -3.43619 -0.61984 -0.11 -0.51 0.69 -0.1449
H 2.36637 -2.95123 1.14828 -0.03 -0.05 -0.10 0.0932
C 3.92318 -3.41695 -0.20312 -0.12 -0.20 0.01 -0.1241
H 4.26753 -3.27022 -1.22990 -0.13 0.04 -0.05 0.0574
H 3.82425 -4.49916 -0.05023 0.12 0.03 -0.05 0.0652
H 4.73628 -3.06664 0.45258 -0.42 0.03 -0.12 0.0586
H 0.48476 -2.83480 -0.39223 -0.07 -0.14 -0.22 0.0180
H 1.24259 -4.41255 -0.12115 -0.15 0.05 -0.43 0.0687
H 1.43399 -3.60448 -1.69795 0.25 0.23 0.06 0.0650
H 2.40274 -1.20446 2.30156 -0.09 0.12 0.35 0.0881
C 2.24864 0.91741 2.05860 -0.55 -0.35 0.33 -0.1433
C 4.38721 -0.51700 1.97366 0.59 0.21 0.61 -0.1310
H 4.79086 -1.50937 2.13724 -0.32 -0.50 -0.09 0.0582
H 4.68078 0.03538 2.86026 0.03 0.31 0.35 0.0643
H 4.95861 -0.11008 1.16133 0.32 0.25 -0.37 0.0340
H 1.18375 0.70472 2.17494 0.01 0.22 0.07 0.0054
H 2.29456 1.62756 1.25509 0.23 0.40 -0.43 0.0368
H 2.61508 1.39485 2.97314 0.17 -0.21 0.00 0.0719
C 3.05677 -0.77527 -2.55567 0.03 0.02 -0.25 -0.1447
H 4.61036 -0.99217 -1.08892 -0.09 0.08 -0.03 0.0883
C 3.98709 1.06641 -0.98955 -0.12 0.24 -0.22 -0.1282
H 2.92913 -1.85906 -2.65095 0.06 0.07 -0.03 0.0534
H 3.67746 -0.43318 -3.39002 0.10 -0.01 0.04 0.0687
H 2.06641 -0.33628 -2.67352 -0.04 0.14 0.10 0.0689
H 3.06984 1.67472 -0.86567 0.30 -0.35 -0.23 0.0549
H 4.54931 1.46868 -1.85133 -0.18 -0.11 0.23 0.0691
H 4.60052 1.23815 -0.08503 -0.30 -0.12 -0.52 0.0552
C -8.57347 1.42854 -0.39756 0.25 -0.61 0.01 -0.0597
N -7.53631 2.44290 -0.16624 -1.02 0.28 -0.13 -0.1998
C -8.10646 3.78947 -0.30632 0.49 0.32 0.01 -0.0586
C -6.25334 2.08258 -0.32922 0.72 -1.18 -0.49 -0.2658
N -5.23894 1.51269 -0.47989 -1.90 1.31 -0.13 0.1481
H -9.52046 1.96362 -0.50320 0.18 -0.53 0.04 0.0675
H -8.64600 0.73635 0.44116 0.02 -0.01 0.04 0.0869
H -8.39373 0.84002 -1.30193 0.07 0.10 0.00 0.0917
H -7.93711 4.40522 0.57333 0.06 -0.01 0.17 0.0814
H -7.72666 4.33823 -1.16524 0.17 -0.06 -0.18 0.0851
H -9.18842 3.66045 -0.44364 0.56 0.37 0.14 0.0708
```
Positions in Å, forces in eV/Å.

The LUMO energy is 2.21 eV. The max |F| is 3.918 eV/A. The total charge is -1. The HOMO energy is -2.93 eV. As for the HOMO-LUMO gap: 5.1357 eV.

=====

Here is an isolated molecule of C4I2 in a non-equilibrium geometry from the OMol25 dataset. Energies are from ωB97M-V/def2-TZVPD.

```
6
Properties=species:S:1:pos:R:3:forces:R:3:lowdin_charge:R:1
I 1.97666 3.57311 1.57341 -2.20 -2.73 -0.93 0.6643
C 0.59510 1.86242 1.00900 2.12 2.63 0.91 -0.4642
C -0.14874 0.94993 0.76963 -1.41 -1.70 -0.28 -0.2002
C -1.04036 -0.14545 0.49540 1.60 1.96 0.29 -0.2025
C -1.77020 -1.04595 0.19060 -2.19 -3.00 -1.13 -0.4517
I -3.06836 -2.79785 -0.49432 2.08 2.84 1.15 0.6543
```
Positions in Å, forces in eV/Å.

The LUMO energy is -1.16 eV. The structure (SMILES) is IC#CC#CI. The max |F| is 3.884 eV/A. The HOMO energy is -9.52 eV. As for the HOMO-LUMO gap: 8.3578 eV.

=====

Here is a structure of composition C13H29MnNOP2 in a non-equilibrium geometry from the OMol25 dataset. Energies are from ωB97M-V/def2-TZVPD.

```
47
Properties=species:S:1:pos:R:3:forces:R:3:lowdin_spin:R:1
Mn 0.15333 0.91137 -0.33657 3.34 -1.85 -1.08 2.6313
H 1.42077 -0.11634 0.27103 -0.67 -0.60 -0.35 0.0200
H 0.72744 -0.57959 0.20003 1.19 -0.02 0.44 0.0251
P 1.72648 2.19794 0.58409 1.28 1.95 1.45 0.0228
P -0.63967 -0.12905 -2.14126 -1.93 -1.09 -2.23 0.0269
C -2.48855 -0.17898 -2.10579 0.13 0.25 0.06 0.0060
H -2.88558 -0.67915 -2.99962 0.16 0.14 0.20 0.0004
H -2.80617 -0.73716 -1.21568 0.06 0.14 -0.15 0.0006
H -2.89483 0.83762 -2.04937 0.04 -0.21 0.01 0.0000
C -0.31810 0.55599 -3.82681 0.12 0.20 0.34 0.0099
H 0.75629 0.46337 -4.04059 -0.30 0.11 -0.01 0.0006
H -0.88904 -0.00439 -4.58196 0.17 0.17 0.30 0.0011
H -0.60390 1.61566 -3.85277 0.14 -0.28 -0.04 -0.0005
C -0.41697 -1.90772 -2.58177 0.35 -0.10 0.30 0.0032
H -0.88030 -2.57662 -1.84544 0.16 0.24 -0.08 0.0020
H -0.91984 -2.07174 -3.54421 0.19 0.09 0.24 -0.0003
H 0.64643 -2.15720 -2.67854 -0.25 -0.04 -0.05 0.0004
C 2.54674 3.49894 -0.41741 -0.21 -0.16 -0.13 0.0094
H 3.23037 4.09197 0.20424 -0.18 -0.20 -0.12 0.0010
H 3.10965 3.01908 -1.22879 -0.15 0.19 0.15 0.0006
H 1.77955 4.15324 -0.85044 0.23 -0.16 0.06 -0.0003
C 1.11876 3.15348 2.03844 -0.10 -0.04 -0.19 0.0047
H 0.79957 2.45301 2.82189 0.04 0.18 -0.19 0.0004
H 1.91487 3.79676 2.43547 -0.18 -0.16 -0.11 0.0001
H 0.26187 3.77062 1.74315 0.16 -0.11 0.11 0.0000
C 3.19557 1.40982 1.37903 -0.17 -0.17 -0.24 0.0012
H 3.77663 0.86226 0.62540 -0.06 0.09 0.23 0.0004
H 3.82938 2.18691 1.83284 -0.24 -0.25 -0.18 -0.0001
H 2.86575 0.71212 2.16138 0.11 0.15 -0.21 0.0000
C -1.30182 1.51684 0.41026 -6.84 3.99 3.22 0.0913
O -2.25105 2.09994 0.81706 3.55 -2.28 -1.62 0.0921
H 0.29016 1.96152 -1.44668 0.01 0.42 -0.26 -0.0249
C -2.16481 -0.47093 3.00788 -0.28 0.30 0.09 0.0515
C -1.69124 -1.57166 2.14650 1.07 -0.80 -0.43 0.2927
C -2.22056 -2.90208 2.09817 0.80 -1.49 -1.40 0.1318
C -1.34981 -3.64340 1.27200 -1.18 0.34 1.55 0.1261
C -0.28060 -2.75444 0.90950 -1.12 0.93 0.46 0.2896
C 0.95079 -3.10330 0.15931 0.38 -0.27 -0.35 0.0483
N -0.55998 -1.51016 1.38786 0.43 0.31 0.17 0.0679
H -1.41138 0.31596 3.08551 -0.19 -0.04 -0.10 0.0012
H -2.40676 -0.81796 4.02609 0.13 -0.06 -0.41 0.0111
H -3.10269 -0.05939 2.59995 0.27 0.05 0.12 0.0202
H -3.11950 -3.24220 2.60020 0.21 -0.02 -0.11 0.0026
H -1.38123 -4.70594 1.04829 -0.13 0.26 0.04 0.0025
H 1.74038 -3.48564 0.82273 -0.28 0.06 0.08 0.0192
H 0.73772 -3.91148 -0.55311 0.07 0.19 0.17 0.0057
H 1.40586 -2.26788 -0.39147 -0.31 -0.33 0.22 0.0044
```
Positions in Å, forces in eV/Å.

The LUMO energy (spin up / spin down) is -2.46 / -4.63 eV. The max |F| is 8.547 eV/A. As for the expectation value of S²: 6.07. The spin multiplicity is 5. The total charge is +1. The HOMO energy (spin up / spin down) is -11.53 / -11.86 eV. As for the HOMO-LUMO gap (spin up / spin down): 9.0697 / 7.2279 eV.

=====

Here is a cluster of 8 separate species, C30H55NO16 in total in a non-equilibrium geometry from the OMol25 dataset. Energies are from ωB97M-V/def2-TZVPD.

```
102
Properties=species:S:1:pos:R:3:forces:R:3:lowdin_spin:R:1
O 19.54049 14.12969 -6.56051 0.61 0.50 0.45 0.0001
C 19.61917 15.26063 -6.14512 -1.13 -0.57 -1.10 0.0000
O 20.09001 16.29594 -6.86159 -0.02 0.16 0.97 0.0000
C 20.74603 16.16602 -8.10355 0.42 1.25 -0.80 0.0000
C 22.23856 15.97046 -7.91894 -0.32 -1.24 -0.23 0.0000
C 18.94050 15.82625 -4.92349 0.62 -1.13 -0.30 0.0001
H 20.57241 17.16544 -8.50244 0.10 0.03 -0.39 0.0000
H 20.26762 15.47536 -8.79797 0.06 -0.38 0.38 0.0000
H 22.65543 16.62007 -7.14931 -0.09 0.03 -0.24 0.0000
H 22.77540 16.04433 -8.86469 -0.06 0.47 0.00 0.0000
H 22.37880 14.92494 -7.64446 0.21 -0.09 0.41 0.0000
H 17.97381 16.15740 -5.30289 0.08 0.38 0.43 0.0000
H 19.60901 16.59751 -4.54093 -0.58 0.18 0.20 0.0000
H 18.75517 15.00711 -4.22868 0.02 0.26 0.18 0.0000
O 16.45441 15.25819 -2.44985 -0.14 1.05 1.81 0.0000
C 16.02551 15.95871 -1.53474 0.13 -0.78 -2.87 0.0000
O 16.25858 15.78816 -0.24674 -0.27 0.52 1.46 0.0000
C 17.28779 14.93773 0.26235 1.39 -0.02 -0.48 0.0000
C 18.61175 15.76849 0.42670 -0.87 -0.81 -0.72 0.0001
C 15.04385 17.10962 -1.78481 0.39 -0.80 0.61 -0.0001
H 17.39601 14.09539 -0.42090 0.41 0.21 -0.29 0.0000
H 17.01602 14.44178 1.19416 -0.58 0.74 0.14 0.0000
H 19.35122 15.16263 0.95036 0.01 0.17 0.05 0.0000
H 18.48188 16.73841 0.90680 -0.31 -0.26 0.43 0.0000
H 18.99198 16.00541 -0.56698 0.14 -0.23 -0.12 0.0001
H 14.88066 17.29430 -2.84659 0.12 -0.20 0.18 0.0000
H 15.37797 17.99800 -1.24887 0.03 0.11 0.01 -0.0001
H 14.13972 16.76521 -1.28276 -0.30 0.29 -0.17 0.0000
O 17.57270 20.44586 -0.00732 0.42 -0.51 0.80 0.7367
C 17.07293 20.80104 -1.06218 -0.21 0.97 -3.76 0.0727
O 17.61996 20.64673 -2.26203 -1.22 0.03 2.23 0.0714
C 18.86032 19.92804 -2.49210 1.63 -0.60 -0.46 0.0052
C 18.78147 18.41004 -2.37277 -0.63 0.55 0.11 0.0073
C 15.74072 21.55274 -1.06749 0.27 -0.24 0.99 0.0790
H 19.67845 20.30939 -1.88110 -0.34 0.30 0.42 0.0016
H 19.10049 20.28123 -3.49493 -0.10 -0.32 -0.18 0.0043
H 19.74239 17.97048 -2.64023 -0.04 0.20 -0.28 0.0011
H 17.98139 18.01901 -3.00132 0.13 -0.20 -0.08 0.0001
H 18.61438 18.07988 -1.34751 -0.18 0.16 0.17 0.0035
H 15.68590 22.32300 -1.83677 0.56 -0.18 -0.10 0.0119
H 15.63341 21.99182 -0.07562 -0.35 0.01 -0.09 -0.0002
H 14.96346 20.81001 -1.24723 -0.01 -0.14 0.10 0.0039
O 24.86700 16.06089 -14.23514 -1.52 -2.85 3.18 0.0000
C 24.78683 15.02939 -13.50595 1.14 3.34 -2.19 0.0000
O 24.07036 14.83414 -12.36355 1.10 -0.94 -0.89 0.0000
C 23.08318 15.72077 -11.94102 -1.42 2.26 0.10 0.0000
C 23.62765 17.02068 -11.35899 1.36 -0.39 -0.16 0.0000
C 25.64699 13.88079 -13.91139 -0.24 -1.01 -0.11 0.0000
H 22.42418 15.30285 -11.17999 0.43 -0.93 -0.07 0.0000
H 22.41796 15.96534 -12.76913 0.06 -0.05 -0.26 0.0000
H 24.15437 17.56796 -12.14076 -0.48 0.41 -0.03 0.0000
H 24.43870 16.80104 -10.66469 -0.08 -0.23 0.25 0.0000
H 22.91403 17.61332 -10.78660 -0.21 0.02 -0.44 0.0000
H 26.09489 13.30456 -13.10180 0.02 0.29 0.10 0.0000
H 26.37307 14.19283 -14.66208 0.02 0.22 0.43 0.0000
H 25.01358 13.16944 -14.44138 -0.24 -0.14 0.02 0.0000
O 22.27757 23.14989 -4.89775 -0.14 -0.87 -0.06 0.0003
C 21.21855 22.58438 -4.85419 -0.14 0.72 -0.25 0.0000
O 20.95229 21.29871 -5.20853 0.02 0.96 0.10 0.0005
C 22.01898 20.48857 -5.74754 -0.06 0.41 0.29 0.0000
C 21.35502 19.38371 -6.50921 0.76 -1.21 -0.20 0.0000
C 19.92515 23.26772 -4.47513 -0.30 -0.27 0.75 0.0000
H 22.63072 20.21681 -4.88730 0.02 -0.61 -0.18 0.0000
H 22.69246 21.04413 -6.40013 -0.27 0.36 0.00 0.0000
H 20.86621 19.67906 -7.43762 -0.01 0.40 0.15 0.0000
H 20.68021 18.73071 -5.95576 -0.15 0.33 0.32 0.0000
H 22.15795 18.70578 -6.79872 0.10 -0.03 -0.21 0.0000
H 19.36767 23.52592 -5.37550 -0.03 -0.06 0.07 0.0000
H 20.02778 24.14179 -3.83205 0.54 0.11 -0.43 0.0000
H 19.35209 22.57265 -3.86147 -0.36 -0.18 -0.29 0.0000
C 16.82107 20.86601 -5.79367 -0.97 -0.07 -1.14 0.0002
C 17.74522 19.78204 -6.31904 0.79 -0.60 0.86 0.0000
C 17.09817 18.49106 -6.87279 -0.67 -0.22 -0.32 0.0000
C 16.23221 17.72610 -5.97085 1.25 1.91 -0.87 0.0000
N 15.53170 17.22440 -5.23789 -1.39 -1.12 1.50 0.0000
H 15.98433 20.30599 -5.37612 -0.40 0.58 0.27 0.0000
H 16.48827 21.48917 -6.62373 -0.53 -0.26 -0.19 0.0001
H 17.16200 21.64521 -5.11197 0.69 -0.64 0.39 0.0000
H 18.31033 19.42917 -5.45635 0.55 -0.01 -0.07 0.0000
H 18.45140 20.13801 -7.06916 -0.01 0.03 0.14 0.0000
H 17.84057 17.75025 -7.16969 0.41 0.37 -0.29 0.0000
H 16.44588 18.67320 -7.72686 0.23 0.21 -0.32 0.0000
C 22.40984 16.12194 -3.80049 -2.33 -0.97 0.67 0.0000
C 23.48504 15.81801 -2.79395 0.50 -0.44 -0.12 0.0000
O 24.44627 16.78874 -3.10010 0.66 1.98 -1.85 0.0000
C 24.06240 17.52024 -4.24643 2.83 2.26 0.68 0.0000
O 24.67177 18.49947 -4.67679 -1.89 -3.22 1.15 0.0000
O 22.93853 17.00668 -4.73839 0.26 0.49 -0.44 0.0000
H 21.58307 16.58091 -3.25838 -0.19 0.44 -0.19 0.0000
H 21.95475 15.27665 -4.31671 0.41 -0.17 -0.03 0.0000
H 23.90879 14.82511 -2.94460 0.06 -0.03 0.27 0.0000
H 23.21159 16.00306 -1.75517 -0.31 -0.44 -0.10 0.0000
C 26.72957 16.43607 -6.99199 -0.19 -1.65 -0.41 0.0000
C 25.69318 16.20174 -8.08080 0.22 -0.06 0.76 0.0000
O 25.49117 17.50618 -8.57854 -1.04 -0.47 -2.29 0.0000
C 26.34676 18.37353 -8.05669 -1.38 3.70 -0.13 0.0000
O 26.42463 19.56003 -8.34735 0.16 -2.87 0.27 0.0000
O 26.86679 17.81315 -7.00100 2.45 0.55 2.29 0.0000
H 27.66653 15.91802 -7.19650 0.17 0.28 0.14 0.0000
H 26.26564 16.00124 -6.10668 0.64 0.72 0.66 0.0000
H 24.81850 15.88682 -7.51171 -0.39 -0.26 -1.02 0.0000
H 26.05925 15.51014 -8.83961 -0.53 0.08 -0.14 0.0000
```
Positions in Å, forces in eV/Å.

The LUMO energy (spin up / spin down) is -4.48 / -9.81 eV. The max |F| is 4.534 eV/A. As for the expectation value of S²: 0.76. The spin multiplicity is 2. The total charge is +1. The HOMO energy (spin up / spin down) is -11.41 / -11.41 eV. As for the HOMO-LUMO gap (spin up / spin down): 6.9335 / 1.5999 eV.

=====

no.,electronic energy (Ha)
1,-2018.2977
2,-747.6154
3,-2476.0694
4,-2434.3094